1.
This record from the Open Molecules 2025 dataset describes one molecule with the formula C24H29N7. The level of theory is ωB97M-V/def2-TZVPD.

```
! RIJCOSX wB97M-V def2-TZVPD def2/J DEFGRID3
* xyz 0 1
N -2.498 1.280 -1.281
N -0.829 1.949 0.249
N -4.116 -0.172 -0.562
N -0.838 2.693 -1.960
N 1.504 -2.423 2.138
N 0.048 0.008 2.683
N -2.557 0.527 0.963
C -0.568 4.974 -3.557
C -3.030 0.576 -0.287
C 0.342 3.436 -1.823
C 0.319 -2.393 2.975
C 1.378 -6.618 1.728
C 1.679 -5.270 1.661
C -0.652 -1.262 2.617
C 0.315 -7.130 1.002
C 2.516 3.792 -0.851
C 1.266 -2.953 0.805
C -0.824 1.163 2.531
C 0.918 -4.416 0.872
C 1.179 0.019 1.774
C 1.375 3.024 -0.986
C 1.652 5.363 -2.428
C -1.626 2.767 -3.185
C -0.447 -6.286 0.214
C 0.498 4.612 -2.567
C -1.457 1.237 1.168
C 2.133 -1.118 2.159
C -1.384 1.952 -0.968
C -0.148 -4.935 0.152
C -1.000 3.675 -4.230
C 2.657 4.971 -1.561
H 1.690 0.980 1.870
H 3.305 3.458 -0.192
H -1.471 -1.241 3.339
H 2.483 -0.945 3.181
H -1.425 5.429 -3.053
H 1.278 2.106 -0.434
H 0.479 -2.416 0.251
H -0.188 -3.357 2.903
H -0.185 5.689 -4.287
H -4.605 -0.593 0.207
H 3.547 5.573 -1.453
H -0.225 2.062 2.692
H 0.871 -0.101 0.720
H -1.729 3.858 -5.021
H -2.626 3.131 -2.922
H 1.974 -7.273 2.346
H 2.200 -2.840 0.241
H -0.125 3.195 -4.674
H -1.608 1.091 3.287
H -4.572 -0.047 -1.447
H 0.657 -2.250 4.006
H -1.746 1.749 -3.572
H 2.500 -4.858 2.228
H -0.750 -4.280 -0.462
H 2.997 -1.125 1.489
H -1.091 -1.444 1.621
H 0.080 -8.183 1.052
H 1.761 6.269 -3.007
H -1.279 -6.678 -0.353
*
```

Properties
energy relative to the best compared isomer or geometry (same formula, charge and spin) = 2.75 kcal/mol
LUMO level = 0.688 eV
M = 415.54 g/mol
SMILES = Nc1nc(CN2CCN(Cc3ccccc3)CC2)nc(N2CCCc3ccccc32)n1
E_HOMO = -7.969 eV
frontier orbital gap = 0.31814 Ha

Results of the natural (NBO) charge analysis, in e, for atoms 1 through 5: N -0.595; N -0.584; N -0.780; N -0.426; N -0.443

***

2.
This record from the Open Molecules 2025 dataset describes C24H30CuN8O2P as an isolated structure. The level of theory is ωB97M-V/def2-TZVPD.

```
! RIJCOSX wB97M-V def2-TZVPD def2/J DEFGRID3
* xyz 1 2
Cu 1.215 0.273 -0.542
P -0.419 0.547 1.521
O 3.369 -3.120 -0.170
O -0.384 -2.615 -1.182
N 1.242 2.219 -1.123
N 1.561 -1.696 -0.421
N 1.152 -3.561 1.716
N 3.033 0.335 0.413
N 0.343 4.220 -1.950
N -2.176 0.589 -3.056
N -0.813 2.276 -2.245
N -0.340 0.061 -1.723
C 0.356 -5.108 0.065
C -2.555 -0.820 -3.109
C -2.911 1.243 0.386
C 4.903 1.283 1.538
C 0.614 -2.680 -0.469
C 0.885 -5.875 2.259
C -1.498 3.071 1.018
C 4.881 -1.047 1.010
C 1.213 -4.567 2.583
C 0.447 -6.150 0.974
C 2.839 -2.034 -0.074
C 3.626 -0.861 0.458
C -0.053 1.141 3.213
C -1.310 -1.005 1.855
C 5.531 0.044 1.559
C -3.838 2.140 -0.129
C -1.091 0.913 -2.319
C -3.066 1.597 -3.615
C 3.656 1.383 0.952
C 0.306 2.873 -1.720
C -3.598 3.506 -0.072
C -2.425 3.970 0.512
C -1.728 1.695 0.967
C 0.738 -3.843 0.482
H 0.179 -7.157 0.685
H 1.071 4.742 -1.492
H 6.510 -0.066 2.004
H -3.376 -0.933 -3.809
H -1.419 2.885 -2.764
H 5.368 2.158 1.968
H -0.590 -0.927 -1.807
H -2.568 2.191 -4.386
H -3.475 2.254 -2.843
H -0.947 1.174 3.835
H -0.535 4.709 -2.015
H 1.543 -4.316 3.585
H -4.332 4.205 -0.452
H -3.899 1.092 -4.093
H 0.970 -6.656 3.002
H 0.007 -5.259 -0.946
H 1.994 2.827 -0.825
H 5.302 -2.042 1.001
H -1.618 -1.476 0.921
H -0.588 3.450 1.470
H -0.604 -1.686 2.337
H -1.723 -1.432 -3.459
H 3.130 2.329 0.929
H -4.763 1.770 -0.555
H -2.243 5.035 0.591
H -2.864 -1.190 -2.129
H 0.397 2.133 3.180
H 0.673 0.462 3.662
H -2.175 -0.852 2.501
H -3.124 0.182 0.343
*
```

Properties
energy relative to the best compared isomer or geometry (same formula, charge and spin) = 0.00 kcal/mol
LUMO level (alpha / beta) = -2.342 / -2.703 eV
M = 557.08 g/mol
E_HOMO (alpha / beta) = -10.891 / -10.797 eV
frontier orbital gap (alpha / beta) = 0.31416 / 0.29746 Ha

Results of the natural (NBO) charge analysis, in e, for atoms 1 through 5: Cu 1.365; P 0.771; O -0.573; O -0.642; N -0.859

***

3.
This record from the Open Molecules 2025 dataset describes C24H30FeNO as an isolated structure. The level of theory is ωB97M-V/def2-TZVPD.

```
! RIJCOSX wB97M-V def2-TZVPD def2/J DEFGRID3
* xyz -1 5
Fe 2.388 -0.081 1.897
O -5.740 -0.383 2.270
N -0.713 -0.198 -1.398
C 0.623 0.379 1.138
C 2.674 -1.765 2.904
C -2.185 -2.158 -1.913
C 4.332 -0.379 2.000
C 3.677 -0.771 3.231
C -2.469 -1.651 1.384
C 2.711 -1.988 1.476
C -3.582 0.792 2.215
C -6.427 0.878 2.325
C -3.037 0.191 -1.858
C 0.191 0.649 -2.233
C -1.850 -0.713 -2.224
C 1.719 1.140 0.545
C -0.363 0.578 -3.645
C -4.383 -0.370 2.163
C -1.405 -0.533 -3.678
C 3.734 -1.132 0.919
C -3.757 -1.607 1.900
C 2.384 1.871 1.611
C -1.739 -0.454 1.195
C -2.300 0.748 1.676
C 0.668 0.615 2.578
C -0.422 -0.455 0.502
C 1.723 1.545 2.854
H 0.427 0.419 -4.378
H -0.066 0.228 3.286
H -2.754 1.255 -1.971
H 0.087 1.644 -1.785
H -0.810 1.549 -3.872
H -7.483 0.610 2.388
H 1.922 1.995 3.828
H -4.365 -2.498 1.956
H -3.889 -0.032 -2.516
H -1.150 0.569 -0.797
H -3.312 -0.005 -0.803
H -6.133 1.461 3.213
H -0.075 -1.405 0.126
H -0.957 -1.459 -4.055
H -3.026 -2.465 -2.548
H 2.046 -2.302 3.603
H 4.070 -1.143 -0.112
H 1.237 0.319 -2.158
H -1.736 1.693 1.648
H 1.946 1.219 -0.507
H -2.256 -0.297 -4.324
H 5.172 0.292 1.903
H -4.023 1.732 2.538
H -6.245 1.480 1.418
H 2.163 -2.740 0.931
H 3.176 2.599 1.499
H -1.334 -2.813 -2.129
H -2.480 -2.272 -0.868
H 3.922 -0.421 4.223
H -2.023 -2.612 1.123
*
```

Properties
energy relative to the best compared isomer or geometry (same formula, charge and spin) = 96.07 kcal/mol
LUMO level (alpha / beta) = 2.725 / 0.244 eV
M = 404.35 g/mol
E_HOMO (alpha / beta) = 0.948 / -5.747 eV
frontier orbital gap (alpha / beta) = 0.06531 / 0.22013 Ha

Results of the Mulliken charge analysis, in e, for atoms 1 through 5: Fe -0.082; O -0.241; N -0.550; C 1.906; C -0.833

***

4.
This record from the Open Molecules 2025 dataset describes C24H30HgN3O5S as an isolated structure. The level of theory is ωB97M-V/def2-TZVPD.

```
! RIJCOSX wB97M-V def2-TZVPD def2/J DEFGRID3
* xyz -2 2
Hg 0.758 0.300 -0.325
S -2.846 3.702 0.659
O 2.211 -0.513 1.163
O 1.726 -3.569 -2.584
O 3.818 -2.011 1.595
O -1.581 -1.978 0.534
O 2.403 3.054 0.612
N -1.210 -1.505 -2.391
N 1.551 -1.742 -1.187
N -1.065 1.842 1.183
C -1.053 2.615 -1.198
C 3.917 3.942 2.212
C -1.111 3.594 -3.441
C -2.727 -1.470 1.186
C -2.690 3.132 2.303
C -1.670 2.138 2.354
C 1.957 2.406 2.868
C 1.176 -2.500 -2.215
C -1.377 1.576 3.616
C 0.441 1.822 -2.943
C -3.562 -0.741 0.161
C -3.384 3.536 3.426
C -3.077 2.963 4.667
C -0.008 -2.009 -3.064
C 2.713 -2.219 -0.478
C 2.939 -1.540 0.859
C -0.092 2.742 -3.862
C -2.075 1.994 4.742
C -1.526 2.594 0.149
C -0.014 1.740 -1.640
C -0.824 -2.892 1.312
C -0.229 -2.283 2.572
C -1.584 3.541 -2.141
C 2.712 3.121 1.776
H 1.229 1.153 -3.273
H -1.074 -0.545 -2.110
H 2.146 1.333 2.746
H 0.277 -1.346 2.333
H -0.991 -2.099 3.337
H 4.623 3.288 2.737
H -1.535 4.312 -4.136
H -1.833 1.556 5.704
H -1.370 -2.016 -1.533
H -3.926 -1.428 -0.609
H -2.445 -0.778 1.980
H -4.413 -0.256 0.649
H -3.286 -2.300 1.642
H 3.596 4.718 2.914
H -2.366 4.227 -1.826
H 2.266 2.727 3.863
H -0.274 -2.857 -3.694
H 3.626 -2.053 -1.061
H -3.613 3.272 5.557
H 2.675 -3.293 -0.302
H 0.528 -2.960 2.983
H -0.602 0.819 3.690
H 4.404 4.397 1.349
H -0.028 -3.239 0.652
H -4.159 4.291 3.350
H 0.881 2.550 2.729
H 0.282 2.781 -4.880
H -1.461 -3.749 1.573
H -2.954 0.031 -0.321
H 0.358 -1.219 -3.725
*
```

Properties
LUMO level (alpha / beta) = 4.474 / 4.434 eV
M = 673.18 g/mol
E_HOMO (alpha / beta) = 0.570 / -2.327 eV
frontier orbital gap (alpha / beta) = 0.14349 / 0.24848 Ha

Results of the natural (NBO) charge analysis, in e, for atoms 1 through 5: Hg 1.389; S 0.221; O -0.876; O -0.770; O -0.729

***

Repeat the second record exactly.
This record from the Open Molecules 2025 dataset describes C24H30CuN8O2P as an isolated structure. The level of theory is ωB97M-V/def2-TZVPD.

```
! RIJCOSX wB97M-V def2-TZVPD def2/J DEFGRID3
* xyz 1 2
Cu 1.215 0.273 -0.542
P -0.419 0.547 1.521
O 3.369 -3.120 -0.170
O -0.384 -2.615 -1.182
N 1.242 2.219 -1.123
N 1.561 -1.696 -0.421
N 1.152 -3.561 1.716
N 3.033 0.335 0.413
N 0.343 4.220 -1.950
N -2.176 0.589 -3.056
N -0.813 2.276 -2.245
N -0.340 0.061 -1.723
C 0.356 -5.108 0.065
C -2.555 -0.820 -3.109
C -2.911 1.243 0.386
C 4.903 1.283 1.538
C 0.614 -2.680 -0.469
C 0.885 -5.875 2.259
C -1.498 3.071 1.018
C 4.881 -1.047 1.010
C 1.213 -4.567 2.583
C 0.447 -6.150 0.974
C 2.839 -2.034 -0.074
C 3.626 -0.861 0.458
C -0.053 1.141 3.213
C -1.310 -1.005 1.855
C 5.531 0.044 1.559
C -3.838 2.140 -0.129
C -1.091 0.913 -2.319
C -3.066 1.597 -3.615
C 3.656 1.383 0.952
C 0.306 2.873 -1.720
C -3.598 3.506 -0.072
C -2.425 3.970 0.512
C -1.728 1.695 0.967
C 0.738 -3.843 0.482
H 0.179 -7.157 0.685
H 1.071 4.742 -1.492
H 6.510 -0.066 2.004
H -3.376 -0.933 -3.809
H -1.419 2.885 -2.764
H 5.368 2.158 1.968
H -0.590 -0.927 -1.807
H -2.568 2.191 -4.386
H -3.475 2.254 -2.843
H -0.947 1.174 3.835
H -0.535 4.709 -2.015
H 1.543 -4.316 3.585
H -4.332 4.205 -0.452
H -3.899 1.092 -4.093
H 0.970 -6.656 3.002
H 0.007 -5.259 -0.946
H 1.994 2.827 -0.825
H 5.302 -2.042 1.001
H -1.618 -1.476 0.921
H -0.588 3.450 1.470
H -0.604 -1.686 2.337
H -1.723 -1.432 -3.459
H 3.130 2.329 0.929
H -4.763 1.770 -0.555
H -2.243 5.035 0.591
H -2.864 -1.190 -2.129
H 0.397 2.133 3.180
H 0.673 0.462 3.662
H -2.175 -0.852 2.501
H -3.124 0.182 0.343
*
```

Properties
energy relative to the best compared isomer or geometry (same formula, charge and spin) = 0.00 kcal/mol
LUMO level (alpha / beta) = -2.342 / -2.703 eV
M = 557.08 g/mol
E_HOMO (alpha / beta) = -10.891 / -10.797 eV
frontier orbital gap (alpha / beta) = 0.31416 / 0.29746 Ha

Results of the natural (NBO) charge analysis, in e, for atoms 1 through 5: Cu 1.365; P 0.771; O -0.573; O -0.642; N -0.859